# 1
C4H7NOS | the ωB97M-V functional and the def2-TZVPD basis

The calculation puts the electronic energy at -684.71719 Eh. For the HOMO-LUMO gap, the calculation gives 9.00 eV. The HOMO energy comes out at -8.30 eV.

XYZ file:
```
14
Properties=species:S:1:pos:R:3:lowdin_charge:R:1
C 1.14985 -0.87180 1.68693 -0.058
C 0.24818 -0.09316 0.74435 -0.096
C -0.41430 -0.69824 -0.23288 -0.480
O -0.34755 -1.99067 -0.49212 0.084
N -1.22994 0.11621 -1.03220 0.050
C -0.64405 1.23970 -1.15696 -0.667
S -1.50231 2.46649 -1.98400 0.773
H 1.25741 -0.67216 2.66750 0.033
H 2.03233 -1.14658 1.22296 0.053
H 0.68173 -1.84202 1.67665 0.069
H 0.09463 0.95020 0.96797 0.096
H -1.24567 -2.30248 -0.74325 0.140
H 0.36973 1.50043 -0.90013 0.077
H -0.45005 3.34408 -2.42483 -0.075
```



# 2
C2H3N4 | the ωB97M-V functional and the def2-TZVPD basis

The charge is +1. The calculation puts the electronic energy at -296.46086 Eh. For the HOMO-LUMO gap (alpha / beta), the calculation gives 7.62 / 7.60 eV. The HOMO energy (alpha / beta) comes out at -17.68 / -17.67 eV.

XYZ file:
```
9
Properties=species:S:1:pos:R:3:lowdin_charge:R:1
C 2.47438 -0.95880 0.15430 0.239
C 0.04190 0.00153 0.03168 0.099
N 3.45855 0.63135 -0.11264 0.143
N 2.19422 1.03995 -0.20197 0.153
N 3.68576 -0.63955 0.15954 0.155
N 1.48673 0.04080 -0.01957 -0.109
H -0.11740 0.99129 0.38244 0.116
H -0.35065 0.17469 -0.91760 0.107
H -0.18058 -0.81804 0.60018 0.097
```



# 3
C42H38F2N7O6STl | the ωB97M-V functional and the def2-TZVPD basis

The charge is +2. The calculation puts the electronic energy at -3227.83857 Eh. For the HOMO-LUMO gap, the calculation gives 7.31 eV. The HOMO energy comes out at -13.57 eV.

XYZ file:
```
97
Properties=species:S:1:pos:R:3:lowdin_charge:R:1
Tl 0.14552 -0.52519 1.46054 1.148
C 0.94487 -5.11615 2.59113 0.002
O 0.61139 -4.37691 3.81282 0.077
C 0.31408 -3.15345 3.42309 -0.304
N 0.30592 -2.88308 2.17855 0.086
C 0.77190 -4.07290 1.45457 -0.217
C 2.02146 -3.75392 0.66952 -0.215
C 2.82365 -2.66151 0.99057 -0.059
C 3.92700 -2.34173 0.20387 -0.063
C 4.24679 -3.12458 -0.89594 -0.059
C 3.47143 -4.23899 -1.19557 -0.050
C 2.36189 -4.54532 -0.42226 -0.036
C 0.13050 -2.08806 4.43603 -0.145
C -0.18268 -2.24952 5.77512 0.065
C -0.22492 -1.10662 6.56634 0.021
C 0.08994 0.13470 6.02195 0.063
C 0.40956 0.17656 4.67449 -0.176
N 0.39939 -0.90330 3.91820 0.096
C 0.95684 1.34433 3.94515 -0.329
N 1.40032 1.26986 2.74505 0.125
C 2.24453 2.50508 2.58086 -0.209
C 1.68051 3.41780 3.66633 -0.029
O 1.12290 2.46559 4.62377 0.068
C 2.39467 3.07132 1.19300 -0.195
C 1.72000 4.20138 0.75320 -0.035
C 1.96371 4.71314 -0.51735 -0.059
C 2.88730 4.10310 -1.35167 -0.067
C 3.57352 2.97468 -0.91434 -0.071
C 3.32770 2.46851 0.34993 -0.040
H 1.96560 -5.47234 2.69941 0.142
H 0.26034 -5.95547 2.51686 0.139
H -0.00524 -4.39068 0.75724 0.152
H 2.63547 -2.08145 1.88953 0.097
H 4.55011 -1.49640 0.46695 0.109
H 5.10824 -2.88243 -1.50391 0.115
H 3.72790 -4.86546 -2.03988 0.118
H 1.74297 -5.39760 -0.68211 0.129
H -0.37608 -3.23149 6.18414 0.140
H -0.47464 -1.18678 7.61561 0.133
H 0.10886 1.03257 6.62347 0.139
H 3.24664 2.19171 2.88899 0.161
H 2.43806 3.99757 4.18267 0.150
H 0.87046 4.06592 3.33795 0.129
H 1.00330 4.70888 1.38632 0.113
H 1.44524 5.60703 -0.84125 0.117
H 3.09644 4.52170 -2.32790 0.114
H 4.31865 2.51179 -1.54870 0.115
H 3.88949 1.61063 0.70626 0.117
F -4.65681 1.18369 3.49725 0.109
C -4.02108 0.51893 2.53418 -0.257
C -2.65022 0.33950 2.63001 -0.042
C -2.01276 -0.35812 1.62351 -0.197
C -2.68597 -0.90938 0.53095 -0.112
C -4.05951 -0.65590 0.48416 -0.195
F -4.79612 -1.07742 -0.55251 0.092
C -4.74048 0.04308 1.46134 0.103
C -1.96180 -1.71807 -0.50218 -0.203
C -2.61180 -2.55746 -1.40365 0.013
C -1.87586 -3.25896 -2.34062 -0.016
C -0.49810 -3.12079 -2.37929 -0.022
C 0.08978 -2.30970 -1.43312 -0.138
N -0.61967 -1.64340 -0.51799 0.042
H -2.12933 0.76263 3.48051 0.110
H -5.80557 0.20590 1.37556 0.149
H -3.68199 -2.66397 -1.37786 0.120
H -2.38325 -3.90815 -3.04247 0.126
H 0.11038 -3.63557 -3.10962 0.124
H 1.16581 -2.19235 -1.38999 0.107
C -2.61543 0.38008 -6.82290 -0.100
C -3.05444 0.29522 -5.36736 -0.285
S -1.73222 0.62766 -4.22516 0.665
O -2.07035 0.06461 -2.93417 -0.300
O -0.46383 0.27414 -4.82131 -0.303
C -1.76205 2.40030 -4.04379 -0.195
C -0.48770 2.88053 -3.36167 -0.110
N -0.42925 2.44826 -1.95853 0.078
C 0.34267 1.45451 -1.47466 -0.300
N 0.14628 1.30109 -0.16767 0.060
C -0.77387 2.23504 0.21154 -0.052
C -1.12507 2.95403 -0.87661 -0.128
N -2.06630 4.03609 -0.90579 -0.322
O -2.54546 4.35547 0.15947 0.119
O -2.28141 4.58059 -1.97322 0.100
C 1.27772 0.62784 -2.27935 0.019
H -3.48545 0.26215 -7.46670 0.089
H -1.89533 -0.39951 -7.05802 0.082
H -2.15613 1.34188 -7.05200 0.080
H -3.40864 -0.69599 -5.08092 0.108
H -3.84022 1.01404 -5.12473 0.110
H -2.64976 2.64609 -3.46397 0.107
H -1.84507 2.84740 -5.03566 0.124
H -0.43742 3.96346 -3.40334 0.133
H 0.38291 2.46457 -3.86067 0.119
H -1.13557 2.35969 1.21759 0.124
H 1.80107 1.21420 -3.03124 0.096
H 0.73130 -0.15443 -2.80696 0.064
H 2.01186 0.18396 -1.60899 0.086
```